# 1
Here is an isolated molecule of C2H10N6 in a non-equilibrium geometry from the Open Molecules 2025 dataset. Energies are from ωB97M-V/def2-TZVPD.

As for the energy above the lowest of the compared OMol25 structures with the same formula, charge and spin: 701.3 kJ/mol. The calculation puts the LUMO energy at 1.02 eV. As for the charge: 0. Its spin multiplicity is 1. For the total energy, the calculation gives -410.49782 Ha.

```
18
Properties=species:S:1:pos:R:3:forces:R:3
C 0.5474 0.7760 -2.3971 0.33 -4.40 -1.53
C 0.4114 -0.3559 -1.2838 0.62 0.36 -1.08
N -1.4304 -0.1416 1.6347 2.78 0.42 -0.57
N -1.4086 -0.2294 0.2519 -3.56 -0.23 -0.70
N -0.2469 -0.9721 1.9378 0.11 2.35 2.65
N -0.1717 0.1445 -0.1054 1.18 1.73 2.27
N 0.7461 -0.2932 1.2745 -0.29 -2.25 -2.21
N 1.1322 0.8527 1.9382 -3.32 0.41 2.55
H 1.3232 0.2695 -3.1147 -1.53 1.20 0.74
H 1.0267 1.5804 -1.9720 0.70 2.13 0.80
H -0.4129 0.9929 -2.9474 1.11 -0.11 0.80
H 1.4185 -0.7340 -0.9102 -1.11 0.30 -1.11
H -0.2078 -1.1455 -1.7182 0.27 -0.50 0.04
H -2.2450 -0.4388 2.0776 -1.63 -0.88 0.48
H -1.8346 -1.1444 -0.0342 1.34 0.22 -0.28
H -0.3999 -1.9244 1.6743 0.42 -0.44 -0.93
H 0.1996 1.2660 2.3963 2.60 -0.52 -1.45
H 1.5527 1.4974 1.2977 -0.05 0.19 -0.46
```
Forces are in eV/Å.

These are the Mulliken partial charges, in e, on atoms 1 to 2: number 1, C, carries -1.11; number 2, C, carries -0.41

# 2
Here is a structure of composition C2H10N6S in a non-equilibrium geometry from the Open Molecules 2025 dataset. Energies are from ωB97M-V/def2-TZVPD.

As for the energy above the lowest of the compared OMol25 structures with the same formula, charge and spin: 232.9 kJ/mol. The calculation puts the LUMO energy at -9.64 eV. As for the charge: +2. Its spin multiplicity is 1. For the total energy, the calculation gives -808.16057 Ha.

```
19
Properties=species:S:1:pos:R:3:forces:R:3
C 0.3048 0.2006 -0.8260 0.21 -1.22 -1.14
C 0.6222 0.8430 1.7959 -1.61 -3.30 -2.91
N -0.0729 -0.2061 0.3887 5.92 5.13 3.24
N -0.1157 -0.4542 -1.8865 -1.22 -2.83 -0.09
N 1.1995 1.1480 -1.0547 -0.69 -0.68 0.06
N -0.3306 1.4139 2.4320 1.49 0.00 0.37
N -0.8840 -1.6918 -1.9657 -3.67 4.28 1.88
N -1.8995 -1.7927 -0.9134 2.12 1.61 -1.23
S 2.2139 0.3520 2.0922 0.22 0.17 -0.20
H 0.2484 -0.2629 -2.7913 0.17 0.63 -0.67
H 1.4455 1.7774 -0.3658 0.58 1.46 1.34
H 1.6537 1.2363 -1.9279 0.34 0.08 -0.90
H -0.1887 1.6415 3.3917 0.23 0.51 1.05
H -1.1417 1.8068 2.0318 -1.33 0.10 -0.90
H -0.3961 -2.4899 -2.1195 2.38 -2.61 -0.20
H -1.7839 -2.6295 -0.4000 -0.08 -1.07 0.33
H -2.8173 -1.6576 -1.2934 -0.29 -0.28 -0.37
H -0.8906 -0.6187 0.6168 -3.67 -1.67 0.53
H 2.8330 1.3841 2.7950 -1.10 -0.34 -0.19
```
Forces are in eV/Å.

These are the Mulliken partial charges, in e, on atoms 1 to 2: number 1, C, carries 0.92; number 2, C, carries 0.28

# 3
Here is a cluster of 2 separate species, C2H10NO in total in a non-equilibrium geometry from the Open Molecules 2025 dataset. Energies are from ωB97M-V/def2-TZVPD.

As for the energy above the lowest of the compared OMol25 structures with the same formula, charge and spin: 99.4 kJ/mol. The calculation puts the LUMO energy at -3.51 eV. As for the charge: +1. Its spin multiplicity is 1. For the total energy, the calculation gives -211.92057 Ha.

```
14
Properties=species:S:1:pos:R:3:forces:R:3
C 0.7951 0.8658 1.7273 0.82 0.75 0.75
N -0.0405 -0.1984 1.1444 -0.81 -0.10 -0.22
H 0.3954 -1.1211 1.0783 0.28 0.20 0.14
H -0.8471 -0.3084 1.7677 0.01 -0.17 -0.23
H -0.4521 -0.0343 0.1951 0.03 -0.06 0.52
H 1.0817 0.5735 2.7305 0.17 -0.31 0.05
H 0.2283 1.7757 1.8774 -0.41 0.03 -0.38
H 1.6984 1.1266 1.1758 -0.27 -0.46 -0.31
C -0.1712 -0.2318 -2.0162 0.26 -1.32 -1.30
O -1.3041 -0.6145 -1.2285 0.50 0.91 0.38
H -1.8327 -1.2820 -1.6540 -0.21 -0.32 -0.32
H -0.2797 -0.4954 -3.0750 -0.56 0.55 0.07
H 0.0500 0.8295 -1.9242 -0.11 -0.08 0.16
H 0.6784 -0.8851 -1.7985 0.29 0.38 0.66
```
Forces are in eV/Å.

These are the Mulliken partial charges, in e, on atoms 1 to 2: number 1, C, carries -0.82; number 2, N, carries -0.22

# 4
Here is a cluster of 2 separate species, C2H10NO in total in a non-equilibrium geometry from the Open Molecules 2025 dataset. Energies are from ωB97M-V/def2-TZVPD.

As for the energy above the lowest of the compared OMol25 structures with the same formula, charge and spin: 73.8 kJ/mol. The calculation puts the LUMO energy at -3.58 eV. As for the charge: +1. Its spin multiplicity is 1. For the total energy, the calculation gives -211.93030 Ha.

```
14
Properties=species:S:1:pos:R:3:forces:R:3
C 0.1695 -0.8497 1.3653 -2.28 -0.69 1.31
C -0.9579 0.1419 1.0271 0.48 -0.16 -1.82
N -0.3495 1.0625 -0.0809 -1.22 0.66 1.00
H -0.2047 -1.3948 2.2625 0.68 0.40 -0.31
H 1.1481 -0.4281 1.5473 0.09 0.15 0.03
H 0.1461 -1.6255 0.6028 0.52 0.21 -0.26
H -1.4386 0.8147 1.7447 0.72 -0.25 0.27
H -1.7891 -0.3739 0.5129 0.46 0.07 0.33
H 0.3480 0.5918 -0.6508 0.05 -0.40 -0.22
H -1.1012 1.4285 -0.6663 0.16 -0.10 -0.27
H 0.0547 1.8778 0.3820 0.31 -0.11 -0.15
H 1.5293 -0.9754 -3.0628 -0.81 -1.42 0.29
H 1.4812 0.2673 -2.5841 -0.64 0.79 0.70
O 0.9641 -0.5369 -2.3998 1.48 0.87 -0.89
```
Forces are in eV/Å.

These are the Mulliken partial charges, in e, on atoms 1 to 2: number 1, C, carries -1.12; number 2, C, carries -0.31

# 5
Here is a cluster of 2 separate species, C2H10NO in total in a non-equilibrium geometry from the Open Molecules 2025 dataset. Energies are from ωB97M-V/def2-TZVPD.

As for the energy above the lowest of the compared OMol25 structures with the same formula, charge and spin: 76.2 kJ/mol. The calculation puts the LUMO energy at -3.58 eV. As for the charge: +1. Its spin multiplicity is 1. For the total energy, the calculation gives -211.92941 Ha.

```
14
Properties=species:S:1:pos:R:3:forces:R:3
C -0.5730 -0.3204 1.6390 -1.64 -1.38 1.15
C -0.7025 1.0945 -0.3072 -0.32 0.03 -1.43
N -0.0365 0.8612 0.9979 1.75 0.88 -0.36
H -1.6382 -0.0931 1.8128 0.38 -0.41 0.06
H -0.1087 -0.5885 2.6030 0.05 0.48 -0.52
H -0.5044 -1.1884 0.9620 0.07 0.54 0.23
H -0.1826 1.8682 -0.8968 -0.11 -0.34 0.48
H -1.7672 1.3708 -0.2253 0.57 -0.16 0.44
H -0.6286 0.1340 -0.8443 -0.06 0.54 0.07
H -0.0615 1.7042 1.6097 -0.02 -0.72 -0.44
H 0.9628 0.6605 0.7815 -0.59 0.51 0.23
O 1.7356 -1.4931 -2.5000 -0.15 -0.96 -0.41
H 1.2527 -2.3304 -2.3155 0.61 0.80 -0.34
H 2.2519 -1.6794 -3.3167 -0.54 0.18 0.85
```
Forces are in eV/Å.

These are the Mulliken partial charges, in e, on atoms 1 to 2: number 1, C, carries -0.79; number 2, C, carries -0.79

# 6
Here is a cluster of 3 separate species, C2H10NO2 in total in a non-equilibrium geometry from the Open Molecules 2025 dataset. Energies are from ωB97M-V/def2-TZVPD.

As for the energy above the lowest of the compared OMol25 structures with the same formula, charge and spin: 28.0 kJ/mol. The expectation value of S² is 0.753. The calculation puts the LUMO energy (spin up / spin down) at 0.40 / 0.39 eV. As for the charge: 0. Its spin multiplicity is 2. For the total energy, the calculation gives -287.34132 Ha.

```
15
Properties=species:S:1:pos:R:3:forces:R:3
C -2.4103 -0.5716 -0.7299 0.36 1.57 0.95
C -1.3797 1.1833 0.7516 -1.08 1.77 0.61
N -1.3448 0.0448 0.0604 1.01 -2.83 -0.63
H -2.1916 -1.6377 -0.8567 0.19 0.51 -0.75
H -2.5051 0.1378 -1.5561 -0.29 -1.00 -1.03
H -3.3786 -0.5463 -0.2495 -0.25 0.14 0.61
H -2.3522 1.6205 0.9645 0.13 -0.10 -0.02
H -0.5617 1.5092 1.3783 0.18 -0.32 -0.18
H -0.4289 -0.3699 -0.1941 -0.89 0.62 0.62
H 3.9099 0.5748 0.9945 0.11 -1.17 -0.13
H 3.1445 1.5943 0.4483 -0.91 0.10 -0.83
O 3.2264 0.6384 0.3105 0.74 0.98 0.95
H 1.7516 -0.7153 0.0004 0.04 0.16 0.14
H 1.2597 -1.4031 -1.2508 0.01 -0.13 -0.25
O 1.0073 -1.2306 -0.3426 0.66 -0.30 -0.06
```
Forces are in eV/Å.

These are the Mulliken partial charges, in e, on atoms 1 to 2: number 1, C, carries -0.87; number 2, C, carries -0.65

# 7
Here is a cluster of 3 separate species, C2H10NO2 in total in a non-equilibrium geometry from the Open Molecules 2025 dataset. Energies are from ωB97M-V/def2-TZVPD.

As for the energy above the lowest of the compared OMol25 structures with the same formula, charge and spin: 91.3 kJ/mol. The calculation puts the LUMO energy at -4.24 eV. As for the charge: +1. Its spin multiplicity is 1. For the total energy, the calculation gives -287.16154 Ha.

```
15
Properties=species:S:1:pos:R:3:forces:R:3
C 0.0426 -1.7770 -0.1619 -1.93 -0.66 1.46
C 1.4837 0.1365 -0.4908 0.34 0.28 0.74
N 1.0491 -0.8197 0.2237 -0.25 -0.31 -0.73
H -0.8754 -1.5936 0.4113 0.09 0.67 -0.29
H 0.2349 -2.7579 0.2463 1.02 -0.39 -0.37
H -0.2450 -1.8188 -1.1961 0.49 0.28 -0.44
H 1.0511 0.4035 -1.4468 0.08 -0.37 -0.06
H 2.3091 0.6937 -0.0773 -0.06 0.29 -0.19
H 1.3748 -0.9170 1.1787 0.37 -0.01 -0.10
H -2.6423 0.7095 0.2068 0.49 0.00 0.04
H -2.4901 0.2306 -1.1793 0.35 0.04 -0.22
O -1.9374 0.4898 -0.4283 -0.94 0.10 0.18
H 0.6466 2.6763 1.4633 0.22 0.03 -0.08
H -0.4752 2.2258 0.5553 0.00 -0.13 -0.26
O 0.4735 2.1183 0.6952 -0.27 0.18 0.31
```
Forces are in eV/Å.

These are the Mulliken partial charges, in e, on atoms 1 to 2: number 1, C, carries -0.78; number 2, C, carries -0.18

# 8
Here is a cluster of 3 separate species, C2H10NO2S in total in a non-equilibrium geometry from the Open Molecules 2025 dataset. Energies are from ωB97M-V/def2-TZVPD.

As for the energy above the lowest of the compared OMol25 structures with the same formula, charge and spin: 141.5 kJ/mol. The calculation puts the LUMO energy at 3.58 eV. As for the charge: -1. Its spin multiplicity is 1. For the total energy, the calculation gives -685.61380 Ha.

```
16
Properties=species:S:1:pos:R:3:forces:R:3
C 1.0143 -0.2136 0.4198 0.16 -2.33 1.40
C 0.9389 1.0480 -0.3716 0.28 1.07 -1.42
S -0.7837 1.5357 -0.6429 -0.41 0.18 -0.20
N 0.4305 -1.4406 -0.2345 2.37 -1.04 -1.35
H 0.5161 -0.3704 1.4216 0.23 1.68 -0.84
H 2.0668 -0.3777 0.6598 0.29 -0.51 -0.15
H 1.4051 0.8342 -1.4235 -0.43 0.23 1.77
H 1.5634 1.8883 0.0817 -0.70 -1.09 -0.33
H 1.0884 -1.8547 -0.9617 -0.34 0.74 1.38
H -0.2416 -1.1085 -0.8810 -1.61 0.81 -0.33
H -0.4316 -4.6893 1.8104 1.33 -0.34 -1.20
H 0.3200 -4.2010 0.4753 -0.12 -2.13 2.42
O 0.3031 -4.9733 1.1913 -1.20 2.67 -1.21
H -3.0076 5.4546 -0.5881 0.42 -2.07 -0.15
H -2.6551 3.8207 -0.6853 -0.43 -1.12 -1.26
O -2.5271 4.6477 -0.2715 0.15 3.25 1.49
```
Forces are in eV/Å.

These are the Mulliken partial charges, in e, on atoms 1 to 2: number 1, C, carries -0.56; number 2, C, carries -0.53